# 1
The following is a quantum chemistry calculation of a structure of composition C34H25N2PPt at a distorted geometry, from OMol25.

- Total charge: 0
- Gap between HOMO and LUMO (spin up / spin down): 4.95 / 5.42 eV
- E_LUMO (spin up / spin down): -0.03988 / -0.03394 hartree
- E_tot: -1880.71577 hartree

CARTESIAN COORDINATES (ANGSTROEM)
Pt 0.03210 -0.01660 0.02940
C 4.87880 0.02480 -3.01600
C 5.38730 -0.00290 -1.72200
C 4.53910 -0.11630 -0.64300
C 3.15030 -0.21400 -0.84670
C 2.64790 -0.16500 -2.15630
C 3.50650 -0.04520 -3.22570
N 2.26850 -0.29530 0.18400
N 2.69840 -0.27470 1.41390
C 1.75160 -0.13970 2.35540
C 2.09600 -0.08180 3.72230
C 1.11340 -0.01740 4.68250
C -0.23130 0.01220 4.33010
C -0.59220 0.05060 2.98810
C 0.37110 -0.04360 2.01400
H 5.55090 0.09370 -3.86090
H 6.45640 0.06560 -1.56420
H 4.91030 -0.13350 0.36950
H 1.57090 -0.21180 -2.29960
H 3.11310 0.00090 -4.23240
H 3.14250 -0.07770 3.99070
H 1.38670 0.03330 5.72660
H -0.99940 0.03030 5.08670
H -1.63560 0.15130 2.71650
C -6.87590 -1.23210 0.41030
C -6.29670 -1.26600 -0.84970
C -4.98320 -0.86520 -1.03250
C -4.24630 -0.40500 0.05200
C -4.83500 -0.36970 1.31240
C -6.14370 -0.77310 1.49450
P -2.48150 0.10470 0.02170
C -1.89420 -0.72760 -1.51130
C -1.54440 -0.06440 -2.69020
C -1.09750 -0.79120 -3.78390
C -0.97930 -2.16980 -3.70950
C -1.29280 -2.83410 -2.53350
C -1.72830 -2.11790 -1.43330
C -2.58580 1.84710 -0.48850
C -3.76260 2.46590 -0.84520
C -3.77660 3.82720 -1.16610
C -2.62660 4.56500 -1.11300
C -1.39900 3.97860 -0.73930
C -0.20510 4.72510 -0.65660
C 0.96160 4.13340 -0.26250
C 0.99910 2.76430 0.03890
C -0.13840 2.00370 -0.06200
C -1.37270 2.59020 -0.42710
H -7.90040 -1.55300 0.54430
H -6.88040 -1.58350 -1.70360
H -4.53990 -0.88370 -2.01910
H -4.25260 -0.00270 2.14690
H -6.59360 -0.71500 2.47550
H -1.65700 1.01030 -2.76160
H -0.84750 -0.27530 -4.69950
H -0.62810 -2.72660 -4.56530
H -1.19950 -3.90860 -2.47360
H -1.99820 -2.62830 -0.51550
H -4.68340 1.90270 -0.87640
H -4.71250 4.28800 -1.44510
H -2.64750 5.61770 -1.35170
H -0.22210 5.77820 -0.89830
H 1.87260 4.70510 -0.17500
H 1.93540 2.32160 0.35160

# 2
The following is a quantum chemistry calculation of a structure of composition C34H26CuF5N10O2S at a distorted geometry, from OMol25.

- Total charge: +1
- 2S+1: 2
- Gap between HOMO and LUMO (spin up / spin down): 8.32 / 6.34 eV
- Expectation value of S²: 0.754
- Energy relative to the best compared isomer or geometry (same formula, charge and spin): 7.4 kcal per mole
- E_LUMO (spin up / spin down): -0.07794 / -0.14906 hartree
- E_tot: -4547.10724 hartree

CARTESIAN COORDINATES (ANGSTROEM)
Cu -1.47592 0.34666 -0.58715
F -5.54369 5.47975 -2.99315
C -4.73959 4.42016 -2.93773
C -4.07440 4.09984 -1.75603
F -4.21300 4.87908 -0.67972
C -3.25128 2.98440 -1.69845
F -2.63180 2.70842 -0.52374
C -3.02914 2.16266 -2.81087
S -1.89638 0.85656 -2.82028
C -3.71538 2.50479 -3.99032
F -3.54382 1.76488 -5.08558
C -4.55016 3.61203 -4.05899
F -5.16673 3.91552 -5.19821
C 2.44802 -2.99458 -2.52725
N 1.28844 -2.51619 -1.82700
C 0.71672 -1.31269 -1.86572
N -0.27353 -1.27594 -0.99114
C -0.26672 -2.50730 -0.43321
N 0.67242 -3.26994 -0.91977
C 3.71501 -2.33767 -2.02682
C 4.78210 -2.11696 -2.88862
C 5.97112 -1.59059 -2.40857
C 6.10496 -1.26852 -1.07170
C 5.02410 -1.45205 -0.21402
C 3.83369 -1.99332 -0.68931
C 5.13430 -1.06114 1.17570
N 6.19070 -1.06798 1.92985
N 5.82574 -0.62341 3.13452
C 4.56054 -0.33931 3.07885
O 4.05177 -0.60417 1.84881
C 3.71897 0.24814 4.09758
C 4.03151 0.14116 5.45034
C 3.19528 0.72394 6.38437
C 2.05664 1.40989 5.98593
C 1.74997 1.52620 4.63670
C 0.52779 2.27699 4.15433
N -0.18354 1.50878 3.16331
C -0.22814 1.66847 1.83945
N -0.95116 0.69880 1.30493
C -1.32739 -0.04433 2.36735
N -0.87849 0.42331 3.49947
C 2.58528 0.94726 3.69627
H 2.32467 -2.82648 -3.60008
H 2.49568 -4.07118 -2.33409
H 0.99808 -0.50977 -2.51344
H -0.95841 -2.83472 0.31253
H 4.68440 -2.36527 -3.93503
H 6.79202 -1.42242 -3.08599
H 7.02220 -0.86224 -0.67892
H 3.01821 -2.16704 -0.00053
H 4.91541 -0.40046 5.74488
H 3.42103 0.63621 7.43489
H 1.41003 1.86027 6.72437
H 0.82867 3.22371 3.69657
H -0.14658 2.47954 4.98927
H 0.24671 2.44831 1.28321
H -1.92648 -0.92516 2.29333
H 2.37030 1.04315 2.64049
N -5.22725 -1.12322 0.75387
C -4.17751 -0.28323 0.76694
N -3.39368 -0.43849 -0.27189
C -3.95412 -1.44512 -1.03157
C -3.57089 -2.00594 -2.24464
C -4.35589 -3.01780 -2.75106
C -5.47908 -3.49242 -2.06832
C -5.88813 -2.93279 -0.87800
C -5.11937 -1.89441 -0.37776
H -5.97584 -1.16802 1.42759
H -4.00859 0.42822 1.55147
H -2.69973 -1.64038 -2.76140
H -4.10840 -3.45655 -3.70252
H -6.03552 -4.31684 -2.48302
H -6.76430 -3.28395 -0.35953
C 1.52850 2.23626 -1.55276
O 0.19245 2.13159 -1.08841
H 1.93640 3.22363 -1.31221
H 1.59916 2.08178 -2.63215
H 2.11591 1.47528 -1.04148
H -0.35484 2.68435 -1.65898

# 3
The following is a quantum chemistry calculation of a structure of composition C34H26N4O3PS2Zr at a distorted geometry, from OMol25.

- Total charge: -1
- Gap between HOMO and LUMO: 5.80 eV
- E_LUMO: 0.08577 hartree
- E_tot: -2940.95823 hartree

CARTESIAN COORDINATES (ANGSTROEM)
Zr 2.27390 1.44630 0.38092
O 1.25894 3.27539 0.76824
C 0.84469 3.22489 -0.43407
O 1.56107 2.60641 -1.28404
C -0.51437 3.72027 -0.78836
P -1.79063 2.33387 -0.88676
C -1.95368 1.80317 0.85250
C -1.55657 2.53721 1.96630
C -1.64983 1.98891 3.23842
C -2.15969 0.70988 3.40943
C -2.57230 -0.02477 2.30629
C -2.45599 0.51496 1.03646
C -3.23058 3.46814 -1.08993
C -3.51790 3.86981 -2.39519
C -4.56601 4.73801 -2.66122
C -5.35947 5.20252 -1.62151
C -5.09578 4.79476 -0.32191
C -4.03756 3.93600 -0.05662
H -0.49373 4.12540 -1.80061
H -0.83238 4.48454 -0.08145
H -1.13004 3.52553 1.85296
H -1.30611 2.55824 4.09272
H -2.21733 0.27905 4.40108
H -2.94460 -1.03365 2.42963
H -2.71083 -0.08540 0.17081
H -2.91502 3.48747 -3.21230
H -4.77103 5.04107 -3.68030
H -6.18555 5.87231 -1.82438
H -5.71734 5.14557 0.49257
H -3.84758 3.62081 0.96151
S 2.78497 1.44154 2.90212
C 4.53911 1.52845 2.69569
C 5.27367 0.94493 3.78267
N 5.80714 0.44508 4.67245
C 5.21295 2.05730 1.63936
S 4.52891 2.77706 0.20242
C 6.65315 2.04311 1.67999
N 7.80354 2.03061 1.68348
C 0.80971 -0.03649 -0.10617
C 0.50075 -1.17626 -0.50788
C 0.17499 -2.45473 -0.91301
C 0.37447 -3.54954 0.01381
C 0.90708 -3.30553 1.30249
C 1.12812 -4.32274 2.21345
C 0.82269 -5.64451 1.90318
C 0.24826 -5.90207 0.66432
C 0.02090 -4.89002 -0.25356
C -0.33470 -2.60148 -2.28919
C -1.13621 -1.59293 -2.84742
C -1.59913 -1.67032 -4.14872
C -1.28389 -2.76228 -4.94944
C -0.47613 -3.76064 -4.42494
C -0.00348 -3.67868 -3.12287
H 1.10433 -2.27923 1.58715
H 1.52108 -4.07764 3.19603
H 0.99716 -6.44054 2.61499
H -0.03969 -6.91525 0.40654
H -0.46208 -5.13956 -1.18719
H -1.37529 -0.72771 -2.24066
H -2.21619 -0.87041 -4.54185
H -1.65171 -2.82677 -5.96584
H -0.19453 -4.60783 -5.03993
H 0.66113 -4.45084 -2.75733
N 3.60043 -2.38166 -0.32809
C 3.66381 -1.40682 0.60198
N 3.78353 -1.73460 1.89052
O 3.62418 -0.20428 0.24530
H 3.24888 -3.28128 -0.03195
H 3.23657 -2.06260 -1.21349
H 3.67240 -2.68945 2.18415
H 3.66239 -0.99004 2.56621

What did the third record say?
The following is a quantum chemistry calculation of a structure of composition C34H26N4O3PS2Zr at a distorted geometry, from OMol25.

- Total charge: -1
- Gap between HOMO and LUMO: 5.80 eV
- E_LUMO: 0.08577 hartree
- E_tot: -2940.95823 hartree

CARTESIAN COORDINATES (ANGSTROEM)
Zr 2.27390 1.44630 0.38092
O 1.25894 3.27539 0.76824
C 0.84469 3.22489 -0.43407
O 1.56107 2.60641 -1.28404
C -0.51437 3.72027 -0.78836
P -1.79063 2.33387 -0.88676
C -1.95368 1.80317 0.85250
C -1.55657 2.53721 1.96630
C -1.64983 1.98891 3.23842
C -2.15969 0.70988 3.40943
C -2.57230 -0.02477 2.30629
C -2.45599 0.51496 1.03646
C -3.23058 3.46814 -1.08993
C -3.51790 3.86981 -2.39519
C -4.56601 4.73801 -2.66122
C -5.35947 5.20252 -1.62151
C -5.09578 4.79476 -0.32191
C -4.03756 3.93600 -0.05662
H -0.49373 4.12540 -1.80061
H -0.83238 4.48454 -0.08145
H -1.13004 3.52553 1.85296
H -1.30611 2.55824 4.09272
H -2.21733 0.27905 4.40108
H -2.94460 -1.03365 2.42963
H -2.71083 -0.08540 0.17081
H -2.91502 3.48747 -3.21230
H -4.77103 5.04107 -3.68030
H -6.18555 5.87231 -1.82438
H -5.71734 5.14557 0.49257
H -3.84758 3.62081 0.96151
S 2.78497 1.44154 2.90212
C 4.53911 1.52845 2.69569
C 5.27367 0.94493 3.78267
N 5.80714 0.44508 4.67245
C 5.21295 2.05730 1.63936
S 4.52891 2.77706 0.20242
C 6.65315 2.04311 1.67999
N 7.80354 2.03061 1.68348
C 0.80971 -0.03649 -0.10617
C 0.50075 -1.17626 -0.50788
C 0.17499 -2.45473 -0.91301
C 0.37447 -3.54954 0.01381
C 0.90708 -3.30553 1.30249
C 1.12812 -4.32274 2.21345
C 0.82269 -5.64451 1.90318
C 0.24826 -5.90207 0.66432
C 0.02090 -4.89002 -0.25356
C -0.33470 -2.60148 -2.28919
C -1.13621 -1.59293 -2.84742
C -1.59913 -1.67032 -4.14872
C -1.28389 -2.76228 -4.94944
C -0.47613 -3.76064 -4.42494
C -0.00348 -3.67868 -3.12287
H 1.10433 -2.27923 1.58715
H 1.52108 -4.07764 3.19603
H 0.99716 -6.44054 2.61499
H -0.03969 -6.91525 0.40654
H -0.46208 -5.13956 -1.18719
H -1.37529 -0.72771 -2.24066
H -2.21619 -0.87041 -4.54185
H -1.65171 -2.82677 -5.96584
H -0.19453 -4.60783 -5.03993
H 0.66113 -4.45084 -2.75733
N 3.60043 -2.38166 -0.32809
C 3.66381 -1.40682 0.60198
N 3.78353 -1.73460 1.89052
O 3.62418 -0.20428 0.24530
H 3.24888 -3.28128 -0.03195
H 3.23657 -2.06260 -1.21349
H 3.67240 -2.68945 2.18415
H 3.66239 -0.99004 2.56621